# C24H40N2O4

The molecule C24H40N2O4 (ωB97M-V/def2-TZVPD, the Open Molecules 2025 dataset).

ΔE to the lowest compared entry with this formula, charge and spin = 0.388 eV
Gap between HOMO and LUMO = 0.3089 Eh
SMILES = CC1CCN(C[C@H](O)COc2ccc(OC[C@@H](O)CN3CCC(C)CC3)cc2)CC1
Strongest force on any atom = 0.649 eV/A
Spin multiplicity = 1
Lowest unoccupied orbital energy = 0.83 eV

Each line ends with the Mulliken charge.
Element x y z (Å)
N -4.09488 4.23703 -1.50504  0.206
H -2.73650 6.59888 -0.84273  0.219
H -2.07437 4.47258 -1.93395  0.365
C -4.32573 7.09436 -2.20849  0.590
H 1.59568 -5.68692 1.36078  0.245
H -3.28666 4.80323 0.40319  0.149
O -3.66659 1.66837 -0.69980  -0.647
H -3.47621 2.88945 2.15883  0.372
H 1.27919 -5.08125 -0.27816  0.542
H -4.12699 8.71621 -0.79276  0.361
O 0.41763 -3.35027 1.55108  -0.537
H 0.77973 2.26110 2.88949  0.410
H 5.89451 -4.56941 0.30041  0.285
H -5.27344 9.03445 -2.09545  0.408
H -3.53788 9.09767 -2.41143  0.410
H 5.59217 -7.60165 0.25655  0.202
C -4.31545 8.57846 -1.85565  -1.674
C 4.78626 -6.43477 -1.35405  -0.853
C 5.64272 -5.51940 0.77450  -0.970
H -6.40349 6.75216 -1.70404  0.413
H 7.33410 -7.50764 -1.51011  0.406
H 1.53053 -2.50564 -0.75952  0.194
N 3.29561 -5.23129 0.15956  0.558
C 2.22268 -2.52361 0.09152  -0.591
O -1.58153 2.31723 1.99855  -0.476
H 6.31259 -5.66812 1.62323  0.395
O 2.42633 -1.24048 0.63230  -0.494
C 7.23013 -6.69717 -0.79211  -1.706
C -2.89391 2.23532 1.50431  -1.015
H 2.33594 -3.39771 2.05032  0.174
C -3.02572 4.93836 -2.19775  -1.033
H 3.95228 -6.38952 1.80624  0.350
H -4.78813 3.85211 0.41407  0.603
H -5.27466 6.47944 -0.37200  0.256
H 2.66481 -6.15826 -1.58653  0.446
C -5.37603 4.85688 -1.79165  -1.176
C 1.35272 -0.43586 0.91427  0.502
C 1.93690 -4.97222 0.59146  -1.230
H -0.12098 -1.26027 -0.42407  0.358
H -0.16638 -3.43208 0.78772  0.429
H -4.03794 2.10228 -1.48363  0.443
H 3.20329 -2.84768 -0.26520  0.453
H -1.85258 0.30389 0.15441  0.371
C 1.58975 0.58082 1.84078  -0.491
H -3.28775 1.21555 1.58863  0.410
H -2.01326 2.84556 -0.36348  0.137
H 7.47520 -5.76242 -1.29156  0.362
H 2.56673 0.64525 2.29290  0.421
C -0.66203 1.38811 1.58286  0.469
C 0.10297 -0.50933 0.31785  -0.450
H 7.94642 -6.85502 0.01097  0.415
C 1.74864 -3.54553 1.13958  0.217
C 4.20295 -5.45335 1.27278  -0.700
H -6.15498 4.31422 -1.25040  0.461
C -0.89805 0.39135 0.64795  -0.412
H -4.52070 6.99030 -3.28292  0.196
H -3.18754 4.79275 -3.27123  0.475
H -5.56108 4.73188 -2.86437  0.418
H -2.18764 6.90124 -2.49098  0.417
C -3.83153 3.99182 -0.09570  -1.035
C 5.80942 -6.64856 -0.24042  0.599
H 4.82769 -7.25504 -2.07314  0.384
H 3.11114 -7.29700 -0.29410  0.375
C 0.60070 1.47896 2.16881  -0.639
C -3.02879 2.68684 0.03612  0.845
H 5.01533 -5.50536 -1.87796  0.263
C -2.97838 6.44089 -1.89628  -0.711
C 3.37760 -6.33845 -0.77731  -0.862
C -5.42266 6.34863 -1.44659  -0.621
H 4.10070 -4.62585 1.97577  0.346

Forces on the atoms, in the same order (eV/Å):
N -0.1 -0.1 0.0
H 0.0 0.1 0.1
H 0.0 0.0 -0.1
C 0.1 0.2 0.4
H 0.0 0.0 -0.1
H 0.0 0.0 0.1
O -0.2 -0.3 0.0
H 0.0 -0.1 0.0
H 0.0 0.0 0.0
H 0.0 0.0 0.1
O -0.4 0.0 0.1
H 0.0 0.1 0.1
H 0.1 0.1 0.0
H -0.1 0.1 0.0
H 0.1 0.1 0.0
H 0.0 0.0 0.0
C 0.0 -0.3 -0.2
C -0.2 -0.3 0.3
C -0.2 -0.3 0.1
H -0.1 0.0 0.1
H 0.1 -0.1 -0.1
H 0.0 0.0 0.0
N -0.1 -0.2 0.0
C 0.0 -0.5 0.3
O 0.4 0.1 0.1
H 0.1 0.0 0.0
O 0.0 0.3 0.1
C -0.3 -0.1 0.2
C -0.3 0.0 -0.4
H 0.0 0.0 -0.1
C 0.3 0.1 0.0
H 0.0 0.1 0.0
H 0.0 0.0 0.0
H 0.0 0.1 0.1
H 0.0 -0.1 0.1
C -0.3 0.2 0.1
C -0.1 0.3 0.1
C 0.0 0.2 0.2
H 0.0 -0.1 0.0
H 0.0 0.0 0.1
H 0.1 0.1 0.0
H -0.2 0.1 0.0
H -0.1 0.0 -0.1
C 0.0 -0.2 -0.2
H 0.0 0.1 0.0
H -0.1 0.0 0.1
H 0.1 0.1 -0.1
H 0.1 0.0 0.1
C 0.1 0.0 0.0
C 0.4 -0.2 -0.1
H 0.1 0.0 0.1
C 0.4 0.0 -0.5
C 0.2 0.2 0.0
H 0.0 0.0 -0.1
C -0.2 0.3 0.2
H 0.0 0.0 0.0
H 0.1 0.0 0.0
H -0.1 0.0 0.0
H 0.1 0.0 0.0
C 0.2 -0.4 -0.1
C 0.2 0.3 -0.2
H 0.0 0.0 -0.1
H 0.0 0.0 0.0
C -0.3 0.0 -0.1
C 0.2 0.3 0.2
H 0.0 0.1 -0.1
C -0.2 -0.2 -0.3
C 0.1 0.1 -0.3
C 0.1 -0.2 -0.4
H 0.0 -0.1 0.1

# C24H40N2O5PS2

C24H40N2O5PS2 as an isolated structure at a distorted geometry (ωB97M-V/def2-TZVPD, the Open Molecules 2025 dataset).

Gap between HOMO and LUMO = 0.2502 Eh
Strongest force on any atom = 1.590 eV/A
Spin multiplicity = 1
Lowest unoccupied orbital energy = 2.28 eV
Net charge = -1

Each line ends with the Mulliken charge.
Element x y z (Å)
S -0.09703 -1.27606 2.90580  -0.056
C 0.71606 -1.17968 0.70141  1.631
N 1.17629 -1.35779 1.94506  -0.631
H 1.63644 1.01720 3.62930  0.122
H -4.73987 -2.18871 -0.03428  0.720
H -3.13106 -2.51967 0.63274  0.136
C 1.50378 -1.19697 -0.47731  -0.983
H -2.97917 -0.87470 -6.29928  0.393
H -1.13189 0.67811 -5.91075  0.358
O -0.37131 -1.19199 -5.61490  -0.575
H 0.39639 1.47744 4.78030  0.532
C -1.25070 -0.15491 -5.21396  0.068
C -0.57765 -0.83071 -1.72024  -0.489
C 2.71488 2.97677 1.53148  -1.080
H 3.35735 -1.99352 -1.15791  0.539
C -3.52755 1.15023 -0.13014  -0.736
C -0.95910 0.32310 -3.79808  -0.908
C 0.85459 -1.04348 -1.65673  2.504
H -1.67224 1.14044 -3.61462  0.247
H 2.37566 0.74634 6.04970  0.330
H 4.40815 -0.08675 0.65058  0.406
H 2.59153 0.83149 1.75295  0.192
H 0.01331 -3.42298 -2.60826  -0.211
O 2.20459 2.49323 4.94233  -0.404
C -2.30119 2.04747 0.06611  -0.838
H -4.11879 1.13583 0.78722  0.498
O -0.20585 -4.40732 0.32795  -0.765
C 3.01477 1.21246 -0.30193  -1.149
H -1.83156 2.26346 -0.89462  0.141
H 0.04038 0.74035 -3.67191  0.544
H 3.70132 1.06956 4.93388  0.279
S 1.76036 -1.11910 -3.18145  -0.271
C -2.69907 -0.63793 -5.27204  -1.331
H 3.52385 2.06079 6.41705  0.263
C 2.97726 -1.40772 -0.32390  -2.459
H -3.37975 0.10520 -4.86108  0.377
H 0.97352 -4.72751 -1.86919  0.246
C 1.70239 3.71736 2.44314  -0.825
C -4.38099 -1.17736 1.82254  -1.527
O -1.23996 -0.72426 -2.89884  0.076
C 0.64495 2.85807 3.13962  -0.003
H 2.88787 3.61167 0.65906  0.525
H 1.17413 4.45524 1.83855  0.423
C -0.03861 -4.36492 -2.05703  -0.565
H 3.73385 2.00531 -0.52981  0.661
H -2.60718 3.01272 0.47749  0.483
H 3.14018 -1.99499 0.57587  0.458
N -1.26546 -0.99147 1.85049  -0.272
C 3.80640 -0.09301 -0.26093  -0.911
C -3.88961 -1.75306 0.48491  -0.357
H -1.57291 1.59653 0.73684  -0.009
P -3.15840 -0.56845 -0.72845  -0.427
H 2.25244 4.22178 3.23425  0.290
H -0.84138 -2.02715 -5.54417  0.352
C 2.31394 1.59371 1.02430  1.075
H 4.50469 -0.08015 -1.09864  0.383
O -1.98658 -3.72344 -0.86871  -0.685
H -3.70265 -0.43158 2.22569  0.335
H -0.02632 3.54344 3.66810  0.495
C -1.34728 -0.78685 -0.60045  0.305
H -4.16330 1.60464 -0.88988  0.435
H 1.23610 1.52588 0.87429  -0.508
H -5.37126 -0.73200 1.70437  0.369
H -2.80509 -1.54721 -4.67829  0.262
C 1.20463 1.87677 4.15578  -0.363
H 2.30058 1.21495 -1.12575  0.345
H -0.56797 -5.08753 -2.68186  0.383
C 2.99364 1.54255 5.62287  -0.819
H 3.67743 2.91973 2.04472  0.249
H 0.00685 2.31815 2.43932  -0.431
C -0.81538 -4.15356 -0.73360  0.733
H 2.39878 -2.27226 -2.95865  0.191
C -0.69091 -0.97455 0.64324  -0.168
H -4.47429 -1.98667 2.54831  0.399

Forces on the atoms, in the same order (eV/Å):
S -0.1 0.0 0.1
C -0.2 -0.2 0.3
N 0.1 0.0 -0.1
H 0.1 0.0 0.0
H 0.1 -0.3 -0.1
H -0.1 -0.2 -0.2
C 0.3 -0.2 0.4
H 0.0 0.1 0.0
H 0.2 0.1 0.1
O 0.0 0.2 -0.4
H 0.0 0.0 0.1
C -0.4 -0.5 0.3
C -0.1 0.4 0.3
C -0.2 0.3 0.0
H -0.1 -0.1 0.1
C 0.4 0.3 0.4
C -0.3 0.5 -0.1
C -0.1 0.0 -0.5
H 0.1 0.1 0.2
H 0.0 0.0 0.1
H 0.0 -0.1 0.0
H -0.2 0.0 0.1
H -0.1 -0.1 0.0
O -0.1 0.1 0.2
C -0.4 0.2 -0.1
H 0.1 -0.1 0.0
O 0.0 0.1 0.1
C 0.3 0.4 0.2
H 0.2 -0.1 0.0
H 0.2 -0.2 -0.1
H 0.1 0.0 0.0
S 0.0 0.1 -0.3
C 0.1 -0.2 -0.2
H 0.1 0.0 0.0
C 0.3 0.1 -0.1
H -0.1 0.0 0.0
H 0.0 0.0 0.0
C 0.0 -0.6 -0.2
C -0.1 -0.2 -0.3
O 0.5 -0.5 -0.6
C -0.1 0.4 0.5
H 0.0 0.1 0.0
H 0.0 0.1 0.1
C 0.1 -0.1 0.1
H 0.0 0.0 -0.1
H 0.0 0.0 0.1
H 0.0 0.0 0.1
N 0.0 0.1 0.0
C -0.2 0.1 -0.1
C 0.1 0.7 0.7
H 0.1 0.0 0.0
P -0.6 -0.5 -1.4
H 0.0 0.3 -0.1
H 0.1 0.0 0.2
C 0.2 -0.3 -0.4
H 0.0 -0.1 0.0
O 0.0 -0.1 0.0
H 0.0 0.0 0.1
H 0.0 0.0 0.0
C -0.5 0.3 0.9
H -0.1 0.0 -0.1
H -0.1 0.0 0.1
H 0.0 0.1 0.1
H 0.0 0.1 0.1
C 0.1 -0.3 -0.6
H 0.0 -0.1 0.0
H 0.0 0.0 0.0
C -0.2 0.0 -0.2
H 0.0 -0.1 0.0
H 0.1 -0.1 -0.1
C 0.0 0.1 -0.1
H 0.0 -0.1 0.1
C 0.2 -0.2 0.0
H 0.0 0.0 0.1

# C24H41AuF3P2

C24H41AuF3P2 as an isolated structure at a distorted geometry (ωB97M-V/def2-TZVPD, the Open Molecules 2025 dataset).

ΔE to the lowest compared entry with this formula, charge and spin = 0.000 eV
Gap between HOMO and LUMO (spin up / spin down) = 0.2869 / 0.1288 Eh
Strongest force on any atom = 1.971 eV/A
Spin multiplicity = 3
Lowest unoccupied orbital energy (spin up / spin down) = -2.70 / -7.00 eV
Net charge = +1

Each line ends with the Mulliken charge.
Element x y z (Å)
H 0.40423 -3.66738 1.63964  0.356
H 4.03558 0.72733 -4.82167  0.364
C -1.74598 -0.88012 3.78786  0.555
C 2.82870 2.09305 3.25165  0.269
C 1.36918 -1.43357 -6.17965  -1.221
H 0.30501 -1.66612 -6.11814  0.292
F 3.17271 2.66311 4.45645  -0.252
C -3.15680 -0.45429 4.04350  -1.942
C -0.63380 0.53649 5.65442  -1.077
H 1.79754 -3.20036 2.63874  0.436
C -1.38331 -1.99076 3.00821  0.950
H -0.47035 3.42243 -5.16028  0.441
H -0.66113 0.02976 6.62439  0.321
H 1.79381 -0.87618 0.23624  0.540
C -0.92235 1.97584 0.74580  -0.513
H -1.52392 1.53985 -6.07596  0.401
C 0.72526 -3.43096 2.66722  -1.874
H 0.59457 3.05047 -0.14586  0.491
H -1.88808 -1.20656 -1.62634  0.659
C -2.32660 -2.88142 2.26679  -1.616
H -2.64125 1.09729 -4.75614  0.395
H 1.59183 1.23676 -1.53241  0.156
H 0.74240 1.10120 -6.09788  0.525
H -0.66773 2.57403 1.62242  0.535
H 0.26928 1.16916 5.61740  0.323
H -1.38391 3.49835 -3.61789  0.418
C -1.39473 -0.42083 -1.03048  0.405
H 4.22017 -0.94149 -5.39678  0.403
H -3.62350 -1.12986 4.78356  0.365
C -2.46908 0.14693 -0.09498  -0.615
C 1.75985 -1.53203 4.99387  -0.926
H 2.51669 -2.01663 4.35861  0.350
H 0.59514 -4.35226 3.26025  0.370
C 0.94359 -0.35996 -0.21937  -0.516
C -0.18120 -1.04175 -0.40533  -0.318
C 3.57791 -0.05908 -5.41862  -1.217
C 1.09085 1.08992 -5.05192  -1.182
C -0.46609 3.14123 -4.09670  -1.511
H -3.78347 -0.50658 3.13521  0.408
Au 1.22823 0.71525 3.54071  0.328
H 2.00102 1.37004 0.16767  0.399
C -1.65161 0.90459 -5.18440  -1.332
H 3.45870 0.28871 -6.45936  0.327
C 0.05135 2.11744 -0.36581  -0.329
H 1.92372 -2.37632 -6.23659  0.417
H -2.71486 1.42966 1.70445  0.592
H 1.79887 1.91340 -4.89226  0.532
H -2.50873 -3.79397 2.85043  0.423
H -1.93498 -3.19028 1.29426  0.371
P 1.93963 -0.50553 -4.65895  0.309
H -3.19894 0.55949 4.45015  0.484
H -1.50104 1.20319 5.55440  0.388
H -0.43126 2.29891 -1.34155  -0.235
H 1.73394 -2.05635 5.96468  0.312
H -1.60718 -0.14754 -5.48040  0.287
C -0.59013 -0.42154 4.51662  0.791
H -1.04476 0.36845 -1.73176  -1.338
H 0.39187 3.59868 -3.60103  0.378
H -0.24202 -2.09654 -0.06664  0.452
C -0.02558 -2.30712 3.24575  0.512
P -0.35832 1.30396 -3.89946  0.890
F 2.45989 3.10997 2.40557  -0.223
C 0.48865 -1.36317 4.22322  0.204
F 3.97499 1.55333 2.73810  -0.243
C 1.19325 1.07739 -0.51764  -0.555
H 1.56618 -0.85022 -7.09299  0.350
H -2.90882 -0.63626 0.54786  0.042
C -2.06884 1.27071 0.81372  -0.586
H -3.26407 0.53276 -0.76427  0.485
H -3.30413 -2.40387 2.11274  0.395
H 2.13399 -0.51224 5.21699  0.228

Forces on the atoms, in the same order (eV/Å):
H 0.0 0.2 0.4
H 0.2 0.0 0.0
C -0.4 0.8 0.6
C -0.2 0.1 -0.2
C 0.1 -0.1 0.3
H 0.0 0.0 0.0
F -0.2 -0.3 -1.0
C 0.0 0.1 -0.3
C -0.1 0.6 -0.2
H -0.2 -0.2 0.0
C -0.5 -1.0 -0.5
H 0.0 0.0 0.3
H 0.0 0.0 -0.1
H -0.1 0.0 -0.2
C -1.0 -0.3 0.9
H 0.0 -0.2 0.3
C 0.4 -0.3 -0.4
H -0.2 -0.1 -0.3
H 0.1 0.4 -0.1
C -0.3 0.4 0.0
H 0.0 -0.1 -0.1
H 0.1 -0.3 0.2
H 0.2 0.2 0.3
H -0.3 0.2 -0.2
H -0.3 -0.1 0.5
H 0.1 0.1 -0.1
C -0.1 -0.1 -0.4
H 0.1 0.1 -0.1
H 0.2 0.2 -0.2
C -0.6 0.5 -0.4
C 0.8 0.4 0.0
H -0.2 0.1 0.3
H 0.0 0.2 -0.1
C 0.1 -0.6 0.3
C -0.3 -0.1 0.6
C -0.2 -0.1 0.1
C -0.2 -0.2 0.5
C -0.3 -0.1 0.1
H 0.4 0.1 0.4
Au 0.6 1.0 -1.5
H -0.1 0.1 -0.2
C -0.2 0.0 0.3
H 0.0 -0.1 0.4
C 0.8 0.5 -0.5
H -0.1 0.1 0.0
H 0.5 -0.1 -0.6
H -0.1 -0.1 0.0
H 0.1 0.1 0.0
H 0.1 0.1 0.1
P 0.5 0.0 -1.5
H -0.1 -0.2 -0.1
H 0.3 -0.2 0.2
H 0.0 -0.3 0.5
H -0.5 0.0 -0.4
H 0.0 0.1 0.1
C -0.3 -1.1 0.2
H -0.5 -0.8 0.5
H -0.1 0.1 0.0
H 0.1 0.6 -0.3
C 0.8 0.7 0.3
P 0.0 0.8 -1.8
F 0.5 -0.6 0.7
C -0.7 -0.7 0.2
F -0.9 0.4 0.4
C 0.3 0.6 0.1
H -0.1 -0.2 0.3
H 0.0 0.1 -0.4
C 1.1 0.0 0.8
H 0.0 -0.4 0.4
H 0.4 -0.1 0.0
H 0.2 -0.7 0.3